# 1
Entry from OMol25: a structure of composition C30H29CuN7S (ωB97M-V/def2-TZVPD).

Structure (XYZ):
```
68
Properties=species:S:1:pos:R:3:mulliken_charge:R:1
H 0.520 0.377 -6.198 0.46
C -2.219 -4.412 1.245 -0.87
C -2.712 2.658 -3.005 -0.86
H -4.048 2.686 1.888 0.38
N -2.033 -2.463 2.484 -0.01
H -2.792 2.736 -4.080 0.45
H 3.067 2.106 -1.635 0.14
H 1.421 3.237 3.768 0.54
H 6.222 -1.644 1.299 0.41
C -0.890 -4.165 0.827 1.02
C -3.552 3.086 -0.805 -0.88
C 3.240 -1.547 -0.214 1.07
C -0.401 1.665 -3.227 0.35
S 0.058 -0.888 2.667 -0.35
H -0.868 2.848 4.753 0.45
N 1.533 -0.047 -0.339 0.89
C 4.826 -0.009 1.397 -0.93
H 4.803 -3.049 -0.162 0.45
H -4.298 3.504 -0.145 0.36
N -0.186 -3.125 1.211 -0.29
C -4.171 -3.610 2.642 -1.41
N 2.227 -2.040 -1.017 0.17
H 3.834 2.387 -3.207 0.54
N -0.724 2.476 1.432 0.04
C 3.601 0.497 1.018 -0.16
C -1.231 2.749 3.739 -0.69
C 0.595 0.791 -5.201 -0.57
C 4.472 -2.072 0.164 -1.23
H -1.534 0.992 -4.923 0.45
H -4.609 3.574 -2.604 0.46
H -2.401 -1.788 3.142 0.26
H -3.305 2.863 4.258 0.47
H 1.469 1.551 3.248 0.24
C 5.256 -1.281 0.978 -0.48
C -3.718 3.132 -2.179 -0.65
C -0.550 1.140 -4.498 -0.85
H 2.740 0.741 -5.140 0.44
H 5.472 0.580 2.034 0.46
N 0.794 1.817 -2.637 -0.10
H 2.183 -2.951 -1.440 0.25
C -2.383 2.538 -0.298 0.83
C -2.580 2.765 3.461 -0.59
C 1.893 1.493 -3.315 0.96
C -2.783 -3.519 2.099 0.84
H -0.512 -6.147 0.088 0.45
C 1.155 2.556 2.961 -1.34
H -4.776 -2.782 2.268 0.33
Cu 0.334 1.554 -0.200 -0.45
H 3.762 0.757 -2.546 0.30
H -2.766 -5.279 0.908 0.39
C 1.827 0.980 -4.611 -0.74
H 0.328 -1.255 -1.587 0.47
H -0.542 -4.895 -1.144 0.26
C 1.246 -1.111 -1.039 -1.19
C -2.997 2.669 2.140 -0.84
C -0.319 2.596 2.697 0.73
H -4.162 -3.555 3.732 0.38
H 1.697 2.844 2.061 0.13
C -0.226 -5.117 -0.121 -1.37
H -4.638 -4.544 2.345 0.35
C -0.734 -2.222 2.075 -0.28
C 2.798 -0.293 0.200 0.12
H 3.270 1.474 1.341 0.25
C -2.038 2.545 1.155 0.83
C 3.214 1.697 -2.632 -1.56
H 0.854 -5.013 -0.053 0.31
N -1.440 2.044 -1.099 0.06
C -1.572 2.121 -2.423 0.97
```

strongest force on any atom: 0.399 eV Å⁻¹
energy relative to the best compared isomer or geometry (same formula, charge and spin): 60.3 kJ/mol
Kohn-Sham gap: 7.80 eV
total charge: +1
LUMO: -2.43 eV
DFT total energy: -3582.50020 Ha

---

# 2
Entry from OMol25: a cluster of 9 separate species, C54H162N27O9P9 in total in a non-equilibrium geometry (ωB97M-V/def2-TZVPD).

Structure (XYZ):
```
261
Properties=species:S:1:pos:R:3:mulliken_charge:R:1
H 11.993 9.244 13.801 0.27
H 23.144 14.907 16.665 0.26
H 24.697 20.578 20.529 0.44
C 16.374 14.362 14.839 -1.36
P 12.240 19.391 14.946 0.06
C 10.474 11.711 10.481 -1.11
C 12.334 18.776 23.236 -1.00
H 22.794 16.829 16.229 0.36
H 24.289 14.681 17.778 0.39
H 19.518 15.243 12.275 0.56
C 19.559 14.564 17.545 -0.79
H 16.121 18.483 18.250 0.67
H 20.755 17.142 19.387 -0.50
P 19.344 11.026 22.070 0.47
H 16.115 23.494 19.846 0.44
C 17.446 20.475 13.722 -0.70
H 16.293 17.644 14.110 -0.26
H 25.284 15.474 13.666 0.46
C 10.628 21.695 14.209 -0.88
H 21.722 15.149 20.421 -0.10
H 15.951 15.637 21.625 0.21
H 18.532 22.600 11.265 0.36
H 20.126 14.442 16.622 0.04
H 17.633 23.568 12.604 0.35
H 15.964 21.370 15.679 0.45
H 26.323 14.975 11.575 0.46
H 11.346 17.413 17.271 0.13
C 12.504 9.275 12.838 -1.13
H 20.857 25.309 20.034 0.41
H 16.525 17.118 22.378 0.19
H 18.314 13.252 20.128 0.43
H 17.080 13.680 15.313 0.45
H 20.071 16.196 10.871 0.41
C 10.927 17.248 16.279 -0.87
H 13.172 10.017 9.834 0.36
H 17.255 22.201 16.614 0.47
H 21.723 21.519 16.851 0.46
H 19.964 10.660 25.644 0.36
H 16.369 21.820 20.435 -0.17
H 20.920 23.715 11.745 0.45
H 11.246 18.749 23.302 0.35
H 20.036 21.585 17.343 0.62
N 15.387 19.608 22.780 1.04
N 10.862 20.209 14.340 0.31
H 12.010 10.573 8.593 0.39
C 15.163 12.390 10.989 -1.50
H 22.928 15.211 21.697 0.34
H 13.830 16.245 19.742 0.13
O 19.276 16.385 15.250 -0.41
H 16.156 14.614 17.696 0.16
H 19.649 13.599 18.044 0.60
H 23.523 19.358 21.342 0.21
C 16.798 22.645 19.867 0.15
C 18.547 23.357 12.049 -1.29
H 15.168 16.381 13.814 -0.34
H 25.421 18.172 17.834 0.40
H 17.010 22.292 18.857 -0.61
H 25.293 13.586 11.180 0.28
H 14.417 11.001 14.470 0.29
H 11.053 21.601 17.103 0.20
H 23.785 16.418 13.579 0.29
H 13.560 15.594 21.414 0.39
H 19.917 23.536 23.363 0.36
N 20.657 23.342 20.608 0.38
C 25.236 19.054 18.446 -1.17
C 19.538 20.212 22.715 -1.12
H 22.997 10.576 22.241 0.33
H 17.288 12.025 20.576 0.45
N 20.333 21.762 15.298 0.59
C 16.048 16.714 21.485 -0.50
O 11.713 12.531 13.147 -0.89
H 12.801 17.829 23.505 0.27
C 19.734 11.374 24.853 -1.03
H 10.311 19.987 16.888 0.43
H 12.638 19.394 24.080 0.27
H 23.202 18.908 9.266 0.38
H 18.632 24.928 21.640 0.29
N 13.393 10.440 12.669 0.25
H 22.543 14.447 18.294 0.02
H 19.466 24.630 19.352 0.33
H 18.040 19.611 14.020 0.15
P 19.416 22.162 20.757 -0.41
N 19.478 22.901 13.021 0.34
H 21.658 9.758 23.108 0.32
C 12.555 10.849 9.496 -1.03
H 22.709 19.387 11.231 0.43
H 15.709 18.322 16.479 -0.26
H 11.448 22.110 13.623 0.30
C 21.620 14.152 13.057 -0.80
N 24.333 15.431 11.756 0.34
C 25.380 14.671 11.121 -1.15
C 21.549 12.209 20.912 -0.79
C 23.263 15.049 17.739 -0.82
H 13.096 16.938 13.788 0.28
H 22.555 12.561 21.140 0.49
H 20.180 16.932 12.436 0.05
H 11.835 9.170 11.985 0.35
C 20.499 24.379 19.591 -1.17
H 16.106 12.336 11.534 0.21
H 13.198 8.436 12.772 0.45
N 11.877 17.703 15.298 0.48
H 17.378 13.460 18.308 0.47
H 19.507 17.783 17.679 -0.20
H 21.868 9.446 21.435 0.35
P 23.934 17.041 19.609 0.43
N 18.683 12.595 22.062 0.42
H 18.999 22.472 24.349 0.24
P 12.605 11.894 12.134 0.42
H 16.407 20.162 13.822 0.32
H 22.497 17.504 8.548 0.28
H 19.145 14.627 22.095 0.32
N 21.551 15.307 12.116 0.41
O 22.716 14.814 9.672 -0.84
C 15.658 21.043 22.984 -0.90
C 24.683 16.127 13.034 -1.15
C 21.358 17.780 20.033 -0.61
N 12.816 19.276 21.974 0.56
H 14.718 14.897 11.894 0.27
H 17.745 23.730 22.570 0.27
C 23.182 17.820 9.335 -0.92
H 21.489 17.154 17.337 0.36
H 16.717 16.229 13.032 0.39
C 17.963 9.901 24.092 -1.13
N 18.199 14.946 17.213 0.38
P 22.851 15.556 10.963 0.08
H 23.713 18.454 12.270 0.17
H 20.575 19.933 22.901 0.31
C 18.507 18.138 17.928 -0.20
C 17.160 14.509 18.110 -0.89
H 16.245 21.446 22.159 -0.15
H 10.013 19.518 12.549 0.33
H 22.415 22.646 20.006 0.31
H 25.374 14.907 10.057 0.30
C 17.740 12.924 20.995 -1.27
H 9.993 17.803 16.194 0.32
H 17.660 20.805 12.706 0.12
O 19.420 21.099 19.726 -0.06
H 15.079 19.384 24.885 0.47
C 9.759 19.467 13.608 -1.13
H 25.277 17.031 12.904 0.36
N 17.674 21.584 14.619 0.30
H 20.839 18.202 20.894 0.56
H 21.901 18.359 12.291 0.00
N 11.864 11.512 10.673 0.19
O 25.088 16.241 20.203 -0.86
C 17.826 24.196 21.588 -1.11
C 20.880 23.114 12.653 -0.88
H 11.081 20.017 21.203 0.42
N 21.038 11.324 21.919 0.43
H 16.267 21.177 23.878 0.44
N 19.147 10.637 23.750 0.20
H 15.574 16.979 17.661 0.14
H 22.144 22.393 21.713 0.21
N 17.546 17.472 17.044 1.29
H 21.554 20.152 15.102 0.55
H 18.012 9.501 25.104 0.36
H 13.426 14.579 10.709 0.38
H 16.868 24.715 21.547 0.42
H 14.429 19.780 16.704 -1.17
N 23.323 16.450 18.121 0.57
H 12.333 15.746 14.921 0.25
C 12.096 20.358 21.406 -1.10
C 17.036 21.441 15.864 -1.34
H 18.761 13.777 23.679 0.28
H 14.742 21.631 23.044 0.27
H 17.303 15.135 18.991 0.38
H 10.239 12.470 9.735 0.37
H 12.375 20.655 20.395 0.07
O 13.446 19.599 14.089 -0.84
N 17.998 23.114 20.654 0.55
H 12.801 17.093 20.745 0.38
N 12.360 20.021 16.575 0.54
H 13.542 19.188 18.129 0.38
H 13.810 20.951 17.778 0.42
H 21.147 24.204 18.732 0.36
H 15.021 17.879 24.052 0.46
H 18.842 24.302 11.594 0.47
N 19.429 21.646 22.398 0.93
H 16.983 13.610 21.376 0.33
N 14.715 17.378 21.304 0.55
H 16.660 16.859 20.594 -0.19
H 15.313 12.977 10.083 0.36
C 22.103 15.758 21.241 -0.58
H 17.187 20.461 16.316 0.32
N 16.645 15.741 15.111 1.80
H 13.120 14.594 12.481 0.24
C 11.164 20.533 17.292 -0.66
H 19.758 19.767 14.973 -0.14
H 20.047 15.394 18.056 0.08
C 14.594 10.406 13.574 -0.91
H 26.212 19.365 18.819 0.37
N 24.206 18.775 19.447 0.38
H 21.453 23.771 13.308 0.30
H 17.765 9.067 23.419 0.28
N 14.013 12.881 11.778 0.79
C 12.800 16.726 14.815 -1.10
H 10.740 16.180 16.162 0.36
H 18.319 17.959 18.987 -0.22
H 20.911 23.055 16.846 0.16
H 21.376 22.145 12.596 0.11
H 19.050 19.597 21.958 0.03
H 14.960 11.360 10.697 0.55
H 24.163 17.422 9.076 0.27
H 17.126 10.600 24.059 0.37
P 19.033 22.694 14.664 0.26
O 14.713 19.748 20.128 -0.70
O 18.785 24.022 15.301 -0.88
C 16.149 17.854 17.360 -0.94
H 22.475 24.054 21.221 0.32
C 19.762 22.477 23.571 -1.34
P 18.027 16.177 15.999 -1.24
C 19.261 13.735 22.711 -1.28
H 20.335 13.593 22.830 0.50
C 16.234 16.568 13.948 -0.17
C 22.565 17.265 17.201 -1.01
H 21.537 13.238 12.468 0.31
H 12.079 21.201 22.097 0.32
C 21.962 10.238 22.178 -1.09
H 16.436 14.056 13.795 0.04
H 19.016 12.039 25.333 0.35
H 16.566 18.593 24.295 0.27
H 9.893 12.002 11.356 0.33
O 18.793 10.040 21.109 -0.89
P 14.438 19.069 21.433 -0.14
H 8.774 19.908 13.764 0.38
C 20.574 20.447 14.727 -0.97
C 13.818 14.316 11.691 -1.17
H 20.677 22.016 23.943 0.44
H 15.427 14.028 15.265 0.27
C 22.800 18.396 11.677 -0.58
H 20.515 20.550 13.643 0.31
C 22.019 23.115 20.907 -0.99
H 9.709 18.422 13.913 0.37
H 22.790 18.332 17.213 0.19
C 15.533 18.841 24.055 -1.53
H 25.246 19.110 21.297 0.37
C 24.415 19.548 20.744 -1.09
N 22.800 17.309 10.668 0.20
H 18.497 19.210 17.731 0.28
H 20.603 11.947 24.528 0.30
N 22.515 16.997 20.537 0.32
C 13.584 19.967 17.367 0.27
H 22.578 14.107 13.576 0.31
H 20.893 13.076 20.837 -0.21
H 14.858 9.394 13.881 0.42
H 20.818 14.190 13.793 0.11
H 21.614 11.653 19.976 0.41
C 13.702 16.482 20.798 -1.10
H 11.340 20.524 18.367 -0.11
H 15.480 10.761 13.048 0.21
H 9.732 21.907 13.626 0.38
H 24.856 19.858 17.816 0.27
H 21.534 18.665 19.422 0.18
H 10.575 22.155 15.195 0.21
H 21.370 16.084 21.979 0.32
H 13.355 11.550 9.256 0.29
C 20.764 21.994 16.643 -1.41
H 18.993 20.027 23.640 0.48
H 10.073 10.829 9.981 0.36
C 20.248 15.972 11.923 -1.06
H 13.688 16.766 15.445 0.39
```

strongest force on any atom: 3.381 eV Å⁻¹
energy relative to the best compared isomer or geometry (same formula, charge and spin): 672.5 kJ/mol
Kohn-Sham gap: 7.98 eV
total charge: 0
SMILES: CN(C)P(=O)(N(C)C)N(C)C.CN(C)P(=O)(N(C)C)N(C)C.CN(C)P(=O)(N(C)C)N(C)C.CN(C)P(=O)(N(C)C)N(C)C.CN(C)P(=O)(N(C)C)N(C)C.CN(C)P(=O)(N(C)C)N(C)C.CN(C)P(=O)(N(C)C)N(C)C.CN(C)P(=O)(N(C)C)N(C)C.CN(C)P(=O)(N(C)C)N(C)C
LUMO: 0.27 eV
DFT total energy: -7382.64042 Ha

---

# 3
Entry from OMol25: an isolated molecule of C4H8O (ωB97M-V/def2-TZVPD).

Structure (XYZ):
```
13
Properties=species:S:1:pos:R:3:mulliken_charge:R:1
H 1.718 1.238 0.305 0.26
H 2.449 0.202 -0.935 0.34
C -0.642 -0.717 0.417 0.16
O -0.131 -1.384 -0.732 -0.46
C 1.501 0.496 -0.472 -1.29
H 1.430 -1.372 0.694 0.39
H 0.886 0.965 -1.244 0.36
H -1.640 1.052 1.115 0.28
H -2.569 0.108 -0.060 0.31
H -0.973 -1.402 1.202 0.38
C 0.794 -0.701 0.110 0.17
C -1.563 0.457 0.198 -1.20
H -1.212 1.104 -0.610 0.31
```

strongest force on any atom: 0.279 eV Å⁻¹
energy relative to the best compared isomer or geometry (same formula, charge and spin): 99.4 kJ/mol
Kohn-Sham gap: 11.26 eV
total charge: 0
SMILES: C[C@@H]1O[C@@H]1C
LUMO: 1.17 eV
DFT total energy: -232.40777 Ha

---

Look up the LUMO of the first one. -2.43 eV

---

Copy entry 3 word for word.
Entry from OMol25: an isolated molecule of C4H8O (ωB97M-V/def2-TZVPD).

Structure (XYZ):
```
13
Properties=species:S:1:pos:R:3:mulliken_charge:R:1
H 1.718 1.238 0.305 0.26
H 2.449 0.202 -0.935 0.34
C -0.642 -0.717 0.417 0.16
O -0.131 -1.384 -0.732 -0.46
C 1.501 0.496 -0.472 -1.29
H 1.430 -1.372 0.694 0.39
H 0.886 0.965 -1.244 0.36
H -1.640 1.052 1.115 0.28
H -2.569 0.108 -0.060 0.31
H -0.973 -1.402 1.202 0.38
C 0.794 -0.701 0.110 0.17
C -1.563 0.457 0.198 -1.20
H -1.212 1.104 -0.610 0.31
```

strongest force on any atom: 0.279 eV Å⁻¹
energy relative to the best compared isomer or geometry (same formula, charge and spin): 99.4 kJ/mol
Kohn-Sham gap: 11.26 eV
total charge: 0
SMILES: C[C@@H]1O[C@@H]1C
LUMO: 1.17 eV
DFT total energy: -232.40777 Ha

---

LUMO of number 3 (C4H8O)? 1.17 eV